# 1
Below is a 2-piece molecular cluster, C20H37BrCl2FN5O4S overall, with properties calculated with ωB97M-V with the def2-TZVPD basis set.

HOMO-LUMO gap, Ha: 0.0959
Net charge: 0
LUMO, Eh: -0.067

Each line ends with the Mulliken charge.
Atoms and positions in Å:
C -0.18184 3.14428 0.63385  -1.17
C -0.14496 -3.48448 1.65446  -1.44
C -1.56262 1.12442 1.48134  0.05
C 1.01009 -0.32764 1.31309  -0.91
H -2.58869 -0.65291 2.07603  0.45
C 0.70721 0.75192 0.17979  4.09
O -2.35106 2.09806 2.11803  -0.57
C 0.86070 -2.96778 0.59363  0.87
H -1.42292 4.45789 1.49747  0.26
H -1.99033 0.78146 -1.53732  0.28
C 4.37430 1.68713 0.53828  -1.06
H 2.53181 -1.51653 0.39994  0.66
C -4.12545 0.36138 1.20634  0.06
C -0.67959 0.64386 2.70163  -2.08
C -0.90290 0.98645 4.90036  0.64
C 1.06950 -1.11923 -3.30549  -1.10
H 0.26657 -1.09112 3.05159  0.66
H 1.94788 2.30612 -0.76755  0.63
H -4.61131 -0.66770 3.03631  0.37
H 0.08451 -1.54768 -3.13153  0.39
H 2.10995 -1.49754 -1.51308  0.38
H -4.28672 1.05346 3.27625  0.19
H 1.52274 0.87246 -4.15779  0.36
H -0.06505 -4.56734 1.71501  0.48
C 0.32288 -1.39201 -6.10906  -0.04
Br 2.39168 0.38154 2.75092  -0.06
H 1.61837 -3.74947 0.64752  0.33
C 0.26731 -3.17869 -0.81073  -1.35
H -0.53379 -3.91158 -0.74401  0.45
C -4.73412 0.32244 2.60918  -1.31
N 3.25834 0.90786 -0.06217  -0.03
H 2.14264 2.33117 0.94317  0.96
N -0.07390 -0.55708 2.26294  0.77
H 0.40460 3.27222 1.53529  0.29
H 3.53115 0.94486 -1.03139  0.34
H 4.56245 1.40631 1.56618  0.28
O 1.38439 -0.60075 -5.62099  -0.45
H -0.10471 0.20194 -4.51943  0.41
O -1.49154 0.47691 3.86691  -0.39
H -0.48612 -0.89037 -6.67180  0.45
C 2.00111 1.65367 0.10959  -2.95
H 0.69957 1.13409 -1.89118  0.48
Cl -2.28915 -1.14631 -0.11507  -0.14
C -2.59744 0.00755 1.21874  -0.18
H 2.55979 -0.05017 -2.38408  0.50
O 0.25647 -2.57564 -5.92765  -0.27
H -0.13569 -2.31955 -1.32889  -0.06
F -0.94919 -4.60401 -5.99855  -0.97
S -1.65915 1.97989 -1.01538  -0.22
H -0.04544 1.52340 2.89969  0.93
H 4.25607 2.76408 0.39262  0.33
H -0.27347 -0.30706 -1.49715  0.36
N -1.29012 4.09603 0.56086  -0.37
N -0.40989 1.29059 5.91820  -0.54
H 5.27029 1.41419 -0.01739  0.42
H -4.55682 -0.52276 0.74962  0.57
C 1.71605 -0.60882 -1.98471  -0.77
C 0.63359 0.23702 -1.28272  -2.10
H 0.99360 -3.63761 -1.47848  0.40
C 1.63728 -1.69797 0.98340  -2.46
H 0.34527 3.43329 -0.25989  0.64
H 0.11161 -3.13319 2.65209  0.31
H 1.71457 -1.92002 -3.64795  0.70
N -0.58988 1.63150 0.46145  0.78
H -1.81230 2.69676 2.64526  0.65
H -1.00577 4.91061 0.03031  0.29
H 2.08748 -2.02955 1.91821  0.74
H -1.17729 -3.26625 1.40137  0.28
H -5.78475 0.57375 2.49826  0.47
C 0.96021 -0.02957 -4.39558  -0.83
Cl -4.69806 1.70784 0.21184  -0.16

---

# 2
Below is C35H25BrF6IrN3O3PS2Te as an isolated structure, with properties calculated with ωB97M-V with the def2-TZVPD basis set.

HOMO-LUMO gap (spin up / spin down), Ha: 0.2123 / 0.2347
Net charge: 0
Energy relative to the best compared isomer or geometry (same formula, charge and spin), eV: 3.0867
LUMO (spin up / spin down), Eh: -0.035 / -0.036
Multiplicity: 2

Each line ends with the Mulliken spin population.
Atoms and positions in Å:
F 0.01402 4.99069 -1.84085  0.00
C -0.73283 -4.88709 1.67795  0.00
H -2.48219 -4.90626 0.42098  0.00
F -3.95701 1.18355 3.70239  0.00
C -3.21925 0.06396 3.68507  0.00
C 2.36948 -1.59074 -3.20424  -0.06
F -4.07974 -0.97071 3.66153  0.00
H -2.00758 2.93392 -3.31278  0.00
F -2.57172 -0.00658 4.85419  0.00
H 1.07414 -2.69011 -4.52026  0.00
C -1.57016 -2.97324 0.51435  0.00
C -3.42720 -2.08967 -5.80888  0.00
P -1.38783 0.04383 -2.96941  0.01
H -4.08774 4.19820 -2.92627  0.00
C -0.22850 1.05554 -3.94006  0.00
C -2.89614 2.42995 -2.96014  0.00
C -1.67964 -4.31009 0.82576  -0.01
C -2.98432 -1.05016 -5.01216  0.00
C -1.89325 -3.58851 -4.72443  0.00
C 0.26292 -2.73764 1.83822  0.00
C 0.26319 -4.06728 2.21000  0.00
H 1.00448 -4.46245 2.88472  0.00
H 4.21236 2.72257 0.94734  0.00
C -1.98660 -1.28106 -4.07192  0.00
H 2.26002 3.23769 -5.88699  0.00
H 2.81119 0.66789 1.07375  0.00
C 1.95382 -2.08392 -4.41182  0.04
C -1.45254 -2.55195 -3.92184  0.00
C -0.54605 1.48237 -5.22359  0.00
S 3.81748 -0.65137 -3.40472  0.01
C 1.87537 2.19875 -4.05593  0.01
H -3.42645 -0.06766 -5.10131  0.00
Te 1.58740 -1.98654 -1.30762  0.78
F -0.35717 5.67733 0.16540  0.00
C 0.97938 1.41117 -3.35810  0.01
H -6.05476 0.60744 -1.68394  0.00
H -1.50140 1.22260 -5.65729  0.00
H 0.12051 2.58304 -6.92563  0.00
H -3.23046 -4.16378 -6.29152  0.00
C -4.00796 0.40506 -2.25424  0.00
C -5.19848 2.47991 -2.28752  0.00
H -0.70226 -2.70600 -3.15550  0.00
H 3.17890 4.83881 0.15070  0.00
H -2.26740 -2.48056 -0.14823  0.00
N -0.60249 -2.19903 0.99469  0.00
H 4.63968 -0.56085 -5.68927  0.00
Br 1.59587 -1.59890 2.51514  0.00
C 2.39054 1.61282 0.75512  0.00
C 2.78981 -1.72396 -5.48352  -0.02
H -1.45843 -6.65300 1.56350  0.00
H 2.62274 -2.04020 -6.49708  0.00
C 0.36024 2.25570 -5.92411  0.00
C -2.25583 0.04153 2.46502  0.00
N -0.71840 -0.54618 -1.67320  0.17
C 3.84208 -0.95552 -5.09299  0.05
H -3.96038 -0.66058 -2.07334  0.00
H -4.20677 -1.91004 -6.53429  0.00
F 1.47545 6.18253 -0.82523  0.00
O -0.72839 -6.18802 1.99326  0.00
C 1.25173 3.94360 -0.10979  0.00
C -4.06609 3.13506 -2.74155  0.00
H -1.47182 -4.57700 -4.60633  0.00
O -1.05447 0.23464 2.67651  0.00
Ir -0.66464 0.14295 0.25115  -0.01
C -5.17163 1.11565 -2.03982  0.00
S -1.17809 2.61367 -0.23163  0.00
H -6.11038 3.03427 -2.12800  0.00
C -2.88018 -3.35535 -5.66843  0.00
C 0.59149 5.18461 -0.63997  0.00
H 1.19524 1.06545 -2.35589  -0.01
H 2.81165 2.48315 -3.59680  0.00
C 2.59250 3.93488 0.23053  0.00
O -2.77635 -0.17596 1.35749  -0.01
C 1.56627 2.61639 -5.34064  0.00
C 0.50338 2.75948 0.04583  0.00
C -2.87591 1.06164 -2.72533  0.01
N 1.10481 1.61944 0.44980  0.01
C 3.17302 2.75234 0.67790  0.00

---

# 3
Below is C15H42F3O10SSn2 as an isolated structure, with properties calculated with ωB97M-V with the def2-TZVPD basis set.

HOMO-LUMO gap, Ha: 0.1138
Net charge: +3
Energy relative to the best compared isomer or geometry (same formula, charge and spin), eV: 0.7358
LUMO, Eh: -0.446

Each line ends with the Mulliken charge.
Atoms and positions in Å:
O -3.01265 1.69482 -0.79235  -0.38
Sn -0.77215 3.67532 -1.95264  1.61
C -2.99817 -3.43748 2.02355  0.44
O 0.73746 0.59665 1.18674  -0.40
H -4.14181 -3.76876 0.31677  0.28
O -0.73140 3.08895 1.15108  -0.32
H 0.27623 0.33714 -5.94962  0.44
O 2.61426 0.36833 -0.35214  -0.16
H -1.91843 0.41892 -4.91596  0.32
F 0.92009 -1.90754 -1.69977  -0.14
O 0.23931 1.08880 -1.09133  -0.28
H -1.16103 0.70241 -3.24917  -0.74
C -2.57575 3.90768 2.43461  -1.37
H 1.31899 -0.50205 2.57361  0.16
O 4.63992 -0.08471 -2.96459  -0.52
H -0.00923 -0.93615 -4.88279  0.37
H -3.61231 0.28626 0.62665  0.51
C 0.14590 0.14429 -4.88212  -1.29
C 0.15525 -2.29453 4.65205  -1.29
H 1.88123 2.36060 2.87939  0.08
H 0.97534 0.53060 -4.29110  0.29
C 3.10174 3.15783 1.36179  0.20
C 0.74883 -2.19945 3.25622  0.49
S 1.12153 0.31447 -0.19750  0.08
C -3.45168 -4.36674 0.91235  -1.14
H 2.65385 -0.47943 -3.32790  -0.61
H -2.24800 -0.68897 -1.95811  -0.07
H -2.20065 -3.99610 2.53717  0.21
H -0.47295 -3.18575 4.70128  0.37
O 1.75411 -1.20116 3.07282  -0.53
C -2.94960 0.36415 -0.23577  0.55
H 1.13566 -3.13514 2.84834  0.36
H -1.93390 0.34609 0.15710  -0.51
H 4.33170 -2.92370 -3.99358  0.31
C 3.58621 -1.02271 -3.15341  1.09
H -2.58443 -4.62273 0.29850  0.29
H -0.06046 -1.98545 2.54419  -0.35
H -3.92761 1.98275 -0.89581  0.25
H -3.49472 3.54753 2.89519  0.37
H -3.76912 -5.32543 1.31299  0.36
H -0.26598 2.23840 1.04303  0.11
Sn 5.38091 -0.13691 -0.09006  1.74
H -0.68611 2.46972 -5.39260  0.31
H -2.82343 4.34348 1.46390  0.24
H 4.70170 2.56410 2.33094  0.29
H 1.66208 4.10528 2.63046  0.21
H 3.44509 -1.57739 -2.22022  -0.10
H 3.09337 3.66049 3.46279  0.58
H 3.48703 4.12072 1.00939  0.40
H -2.20681 4.73732 3.03777  0.37
H -0.35502 -1.42131 5.04955  0.29
O 4.19382 2.25399 1.57091  -0.41
F 1.47004 -2.19020 0.36165  -0.19
H -2.41495 -2.56018 1.70714  -0.20
C -1.58623 2.77180 2.25257  0.23
H -2.14270 1.85734 2.02556  0.04
O -0.87879 2.26473 -4.46717  -0.52
C -1.11315 0.85626 -4.32537  0.90
C 0.69083 -1.53258 -0.45658  0.39
H -3.64068 -2.64798 3.66492  0.31
H 0.98630 -2.54274 5.31765  0.36
C 3.78953 -2.02700 -4.29111  -1.12
F -0.55352 -1.79854 -0.10838  -0.10
O -4.04661 -3.03118 2.88177  -0.54
H 4.27638 -1.48908 -5.10662  0.36
H -3.22272 -1.70480 -0.95366  0.03
H 4.76555 0.43593 -3.76798  0.32
H -0.95140 2.59483 3.12599  0.37
H 2.48336 2.75453 0.56237  -0.24
C -3.14027 -0.68610 -1.32600  -0.65
H 2.85599 -2.43768 -4.67694  0.35
C 2.39940 3.30073 2.70423  -0.95
H -3.96455 -0.39551 -1.97661  0.46

---

# 4
Below is a 8-piece molecular cluster, C29H44N4O5 overall, with properties calculated with ωB97M-V with the def2-TZVPD basis set.

HOMO-LUMO gap, Ha: 0.3124
Net charge: 0
Energy relative to the best compared isomer or geometry (same formula, charge and spin), eV: 0.0000
LUMO, Eh: 0.018
SMILES string: c1cc[nH]c1.c1cc[nH]c1.c1cc[nH]c1.c1cc[nH]c1.O=C1CCCO1.CC(C)=O.CC(C)=O.CC(C)=O

Each line ends with the Mulliken charge.
Atoms and positions in Å:
H 2.31674 3.72347 2.39951  0.44
C 0.11756 -4.94027 0.20696  -0.46
N -4.44140 1.81389 4.62428  0.05
H 3.84959 6.02681 -0.30805  0.32
H -0.76291 -1.10659 1.61032  0.63
C -0.43182 -4.55266 1.56366  -0.56
C 3.50783 -0.81730 -0.79213  0.00
C -0.39491 -3.80924 -0.66886  0.45
H 0.96594 4.09797 -2.64741  0.34
N 0.27199 -0.36988 -0.12853  0.79
C 2.09221 -1.45997 -5.64937  0.77
O 0.08179 -3.32446 -1.65423  -0.61
C -6.22067 3.11279 4.73617  -0.38
H -1.15279 1.43332 2.18680  0.58
C -1.75727 -3.89490 1.16797  -0.40
H 2.02157 2.17433 1.65185  -0.12
H -3.12479 -0.63229 0.79654  0.75
C 3.51176 2.14311 3.21283  0.56
H 3.62954 6.27346 -2.09641  0.44
H 0.69238 -1.21877 -0.47076  -0.07
H 0.65835 0.08091 -5.02369  0.41
C -0.43133 -0.26245 1.02587  -0.97
C 3.60637 -2.95471 -1.47558  -0.79
O -1.52556 -3.29650 -0.11252  -0.23
H 0.07141 2.86595 0.20767  0.61
H 0.22886 -3.84111 2.06069  0.22
H 3.43589 3.10880 1.23205  0.27
H 3.17936 -2.51155 0.62986  0.51
C -5.99347 -2.09484 0.27918  -0.49
H 3.57186 -4.02039 -1.61837  0.42
C 0.45803 0.89110 -0.64473  -0.62
H 1.18679 -5.04507 0.05232  0.29
C 3.37728 -2.16385 -0.37152  -0.47
C -4.48961 2.49097 3.44521  -0.24
C 2.05036 4.07435 -2.56994  -0.80
C 3.97998 0.72743 2.94978  -0.90
C 2.80851 2.80786 2.07033  -0.48
H -3.74308 1.15779 4.92070  0.22
H 2.56449 4.51346 -3.41923  0.39
H -2.04367 -3.12157 1.88343  0.26
H -4.74766 -0.31070 2.78731  0.49
C 1.12715 -0.83751 -4.67247  -0.36
C -4.15617 -0.94435 0.84764  -0.73
C -6.21492 -1.55240 1.51596  -0.85
H -0.63871 -5.35660 2.26913  0.39
H 3.36081 0.06647 -0.19124  0.75
H -6.57414 -2.77135 -0.32296  0.40
C -0.68628 1.05826 1.29222  -0.86
H 1.77776 -1.21676 -7.70633  0.31
C 3.71558 -0.81881 -2.15154  -1.41
N -4.73343 -1.70471 -0.12700  0.03
C 1.51684 -1.96397 -6.94570  -1.17
C -0.00696 1.79388 0.27251  -0.45
H -0.36645 -5.84767 -0.17316  0.29
H 0.34941 -1.57730 -4.46897  0.29
H -3.69819 2.32144 2.73445  0.35
C 2.46986 4.67398 -1.24999  0.84
H -2.60610 -4.57902 1.11342  0.37
H -4.30803 -1.95742 -1.00021  0.23
H 0.42860 -1.97109 -6.92769  0.33
O 1.86357 4.43153 -0.23465  -0.44
H 4.71158 0.38964 3.68408  0.38
H 4.03559 -2.44272 -3.46365  0.25
C -5.02038 -0.87784 1.91421  -0.20
H -7.10306 3.63053 5.07660  0.39
H 1.96846 -2.89962 -7.25857  0.35
O 3.69808 2.68924 4.27260  -0.59
H 1.05191 1.06318 -1.52561  0.29
H 4.53843 4.89312 -1.45204  0.31
H 1.65960 -0.61836 -3.74703  -0.30
H -5.51917 1.86310 6.46030  0.39
H 4.39561 0.66482 1.94416  0.25
O 3.28320 -1.55028 -5.42952  -0.61
C -5.48987 2.19058 5.43654  -0.58
H 3.14873 0.02444 3.06450  0.21
N 3.80039 -2.12450 -2.53874  0.14
H 2.33262 3.01547 -2.51937  -0.04
H -5.94226 3.95853 2.69936  0.41
C 3.68539 5.56285 -1.27642  -1.34
C -5.61670 3.27188 3.46108  -0.60
H 3.87028 -0.02804 -2.86395  0.57
H -7.08412 -1.69134 2.13810  0.40

---

# 5
Below is a 2-piece molecular cluster, C2H3N2S2 overall, with properties calculated with ωB97M-V with the def2-TZVPD basis set.

HOMO-LUMO gap (spin up / spin down), Ha: 0.1589 / 0.1522
Net charge: +1
Energy relative to the best compared isomer or geometry (same formula, charge and spin), eV: 1.9611
LUMO (spin up / spin down), Eh: -0.208 / -0.354
Multiplicity: 3

Each line ends with the Mulliken spin population.
Atoms and positions in Å:
N 0.65215 1.50978 -0.04652  -0.02
C 1.52461 0.60332 0.02511  0.37
S 2.72699 -0.35840 -0.01083  0.37
H -0.29197 1.27460 -0.62225  0.11
N -0.60562 -1.81601 0.09083  0.39
C -1.45505 -0.98788 0.11079  -0.01
S -2.37401 0.25683 -0.07441  0.77
H -0.69190 -2.77237 -0.08502  0.01
H 0.51481 2.29014 0.61230  0.02

---

# 6
Below is one molecule with the formula C6H12O2, with properties calculated with ωB97M-V with the def2-TZVPD basis set.

HOMO-LUMO gap, Ha: 0.4143
Net charge: 0
Energy relative to the best compared isomer or geometry (same formula, charge and spin), eV: 0.3595
LUMO, Eh: 0.029
SMILES string: CC[C@@H](C)CC(=O)O

Each line ends with the Mulliken charge.
Atoms and positions in Å:
H 1.45838 0.78182 0.79718  0.36
H -0.49322 2.20379 -1.23378  0.38
H 0.82820 -0.77667 1.14734  0.33
H -0.65431 -0.77125 -0.76033  0.22
C 1.00405 -0.08343 0.30981  -0.84
H -2.20921 1.01332 0.04523  0.43
H 0.87484 1.31741 -1.87876  0.36
H 3.78841 -1.53202 -0.20245  0.35
C -1.94391 -0.66850 1.41449  -1.15
C -0.31671 0.19598 -0.39718  0.82
H -1.04378 1.28394 1.35695  0.32
O 1.84164 -1.23517 -1.62828  -0.53
C -0.14505 1.20816 -1.51206  -1.55
H -1.52820 -1.60914 1.02693  0.32
O 3.24094 -0.78131 0.06259  -0.46
H -3.02016 -0.68205 1.33827  0.34
C -1.41246 0.55749 0.63065  -0.80
H -0.72746 0.99436 -2.40465  0.34
H -1.56684 -0.64548 2.42764  0.32
C 2.02485 -0.77125 -0.53958  0.45

---

> Among the records above, which one has the highest net charge?

C15H42F3O10SSn2

---

> net charge of number 1 (C20H37BrCl2FN5O4S)?

0

---

> What is the net charge in the third record?

+3